1.
# C4H7NO

C4H7NO in the gas phase in a non-equilibrium geometry (ωB97M-V/def2-TZVPD, the Open Molecules 2025 dataset).

The geometry in XYZ format:
```
13
C4H7NO ωB97M-V/def2-TZVPD
N 2.582 -1.096 -0.484
C 2.038 -0.107 0.474
C 0.583 -0.058 0.398
C -0.613 -0.039 0.138
C -2.055 -0.051 -0.080
O -2.547 1.316 -0.278
H 2.581 -0.659 -1.386
H 3.602 -1.222 -0.319
H 2.455 0.927 0.354
H 2.378 -0.414 1.490
H -2.240 -0.712 -0.989
H -2.622 -0.558 0.830
H -3.561 1.309 0.054
```

Multiplicity: 1
HOMO-LUMO gap (eV): 10.15
Relative energy (zero: lowest compared OMol25 entry of this formula, charge and spin) (kcal/mol): 79.12
SMILES string: NCC#CCO

Here are the Mulliken charges for atoms 1 to 2, given in e: -0.63 -0.66

2.
# C15H20N2O4

C15H20N2O4 in the gas phase in a non-equilibrium geometry (ωB97M-V/def2-TZVPD, the Open Molecules 2025 dataset).

The geometry in XYZ format:
```
41
C15H20N2O4 ωB97M-V/def2-TZVPD
C 1.010 2.716 4.456
C 2.297 1.984 4.103
O 2.028 0.733 3.466
C 1.761 -0.308 4.253
O 1.727 -0.265 5.453
C 1.527 -1.566 3.434
C 0.888 -1.268 2.113
C -0.480 -0.637 2.131
N 1.557 -1.567 1.079
N 1.073 -1.329 -0.158
C 1.770 -1.663 -1.274
O 2.853 -2.192 -1.296
C 1.030 -1.299 -2.568
O -0.205 -0.686 -2.284
C -1.011 -0.298 -3.326
C -0.699 -0.466 -4.666
C -1.589 -0.038 -5.640
C -2.783 0.554 -5.284
C -3.091 0.721 -3.943
C -2.222 0.303 -2.952
C -2.539 0.475 -1.497
H 1.248 3.685 4.883
H 0.402 2.860 3.566
H 0.444 2.141 5.184
H 2.888 2.548 3.379
H 2.888 1.802 5.007
H 0.910 -2.244 4.028
H 2.497 -2.037 3.257
H -0.822 -0.505 3.153
H -1.199 -1.266 1.603
H -0.457 0.338 1.644
H 0.166 -0.884 -0.289
H 1.684 -0.632 -3.145
H 0.894 -2.226 -3.141
H 0.229 -0.926 -4.966
H -1.336 -0.173 -6.681
H -3.475 0.887 -6.042
H -4.025 1.184 -3.660
H -1.769 1.076 -1.014
H -2.567 -0.495 -1.002
H -3.501 0.963 -1.367
```

Multiplicity: 1
HOMO-LUMO gap (eV): 9.38
Relative energy (zero: lowest compared OMol25 entry of this formula, charge and spin) (kcal/mol): 53.16
SMILES string: CCOC(=O)C/C(C)=N/NC(=O)COc1ccccc1C

Here are the Mulliken charges for atoms 1 to 2, given in e: -1.09 -0.30